1.
Here is a molecular structure, C17H29FN3OSSi2 from the OMol25 dataset. Energies are from ωB97M-V/def2-TZVPD.

Results
- LUMO energy: 1.439 eV
- Charge: -1
- 2S+1: 1
- Frontier orbital gap: 5.37 eV

Each line ends with the natural charge from an NBO analysis.
Atoms and positions in Å:
F (6.747, -0.649, 3.182)  -0.379
C (5.555, -0.299, 2.530)  0.063
C (5.115, 1.064, 3.014)  -0.467
C (3.663, 1.381, 2.824)  -0.024
C (2.747, 0.572, 2.249)  -0.187
C (1.355, 0.915, 2.128)  0.050
C (0.434, -0.090, 1.505)  -0.464
C (0.006, -1.180, 2.509)  0.087
C (-0.745, -0.738, 3.701)  -0.169
O (0.706, -1.289, 3.690)  -0.522
C (0.885, 2.096, 2.588)  -0.227
C (1.804, 2.994, 3.180)  0.088
N (1.544, 4.207, 3.681)  -0.615
S (2.938, 4.793, 4.221)  0.923
N (3.925, 3.584, 3.873)  -0.649
C (3.183, 2.636, 3.295)  0.156
H (5.758, -0.310, 1.459)  0.166
H (4.827, -1.070, 2.783)  0.169
H (5.315, 1.078, 4.089)  0.234
H (5.742, 1.849, 2.591)  0.228
H (3.035, -0.392, 1.850)  0.210
H (-0.474, 0.383, 1.140)  0.253
H (0.938, -0.610, 0.690)  0.234
H (-0.357, -2.110, 2.065)  0.208
H (-1.174, -1.443, 4.401)  0.201
H (-0.553, 0.211, 4.188)  0.202
H (-0.161, 2.345, 2.485)  0.229
C (-0.538, 1.991, -2.902)  -1.116
Si (-1.741, 0.580, -3.302)  1.835
C (-1.184, -0.083, -4.997)  -1.129
C (-3.419, 1.428, -3.594)  -1.129
N (-1.731, -0.546, -2.077)  -1.755
Si (-2.599, -1.958, -1.939)  1.837
C (-2.258, -3.254, -3.288)  -1.130
C (-4.487, -1.741, -1.874)  -1.130
C (-2.136, -2.800, -0.305)  -1.120
H (-0.529, 2.748, -3.695)  0.203
H (-0.823, 2.482, -1.968)  0.217
H (0.478, 1.605, -2.792)  0.218
H (-1.025, 0.732, -5.713)  0.206
H (-1.930, -0.754, -5.432)  0.215
H (-0.246, -0.632, -4.895)  0.221
H (-3.819, 1.796, -2.646)  0.221
H (-4.148, 0.741, -4.032)  0.215
H (-3.325, 2.281, -4.277)  0.206
H (-2.671, -2.951, -4.254)  0.217
H (-2.702, -4.225, -3.034)  0.206
H (-1.181, -3.397, -3.403)  0.222
H (-4.752, -0.975, -1.143)  0.221
H (-4.991, -2.673, -1.587)  0.206
H (-4.891, -1.444, -2.845)  0.217
H (-2.367, -2.125, 0.524)  0.213
H (-1.064, -3.016, -0.295)  0.214
H (-2.677, -3.740, -0.147)  0.205



2.
Here is 8 unconnected molecules or ions with the total composition C18H49Br2IN16O9P from the OMol25 dataset. Energies are from ωB97M-V/def2-TZVPD.

Results
- LUMO energy: 2.055 eV
- Charge: -1
- 2S+1: 1
- Frontier orbital gap: 7.42 eV

Each line ends with the Mulliken charge.
Atoms and positions in Å:
C (-1.513, -5.694, -3.096)  -0.356
C (-0.747, -4.951, -2.547)  -0.753
C (0.137, -4.050, -1.820)  -0.394
C (-0.633, -2.835, -1.287)  0.026
O (-0.945, -2.913, 0.077)  -0.678
P (-0.580, -1.371, 0.854)  0.483
N (-0.242, -2.195, 2.427)  -0.622
C (-0.033, 0.288, 1.646)  -1.589
C (-0.551, 1.553, 0.968)  1.302
C (-0.989, 2.602, 1.990)  -1.393
I (0.965, 2.454, -0.273)  -0.003
C (-2.422, -0.995, 1.278)  -0.860
Br (-3.594, -1.544, -0.238)  -0.205
C (-3.123, -1.530, 2.531)  -0.241
C (-2.698, -0.911, 3.836)  -1.383
Br (-3.207, -3.484, 2.676)  -0.261
O (-0.754, -0.623, -0.736)  0.369
C (-0.101, -1.447, -1.630)  0.055
N (-0.534, -1.082, -2.994)  -0.745
H (-2.240, -6.130, -3.729)  0.475
H (0.952, -3.789, -2.492)  0.457
H (0.562, -4.626, -1.001)  0.379
H (-1.590, -2.836, -1.816)  0.091
H (0.812, -1.601, 0.485)  0.077
H (0.707, -1.938, 2.671)  0.376
H (-0.185, -3.184, 2.214)  0.212
H (1.050, 0.314, 1.687)  0.636
H (-0.398, 0.284, 2.672)  0.358
H (-1.397, 1.375, 0.319)  -0.691
H (-1.382, 3.499, 1.527)  0.439
H (-1.761, 2.129, 2.595)  0.257
H (-0.160, 2.817, 2.657)  0.423
H (-2.588, 0.076, 1.299)  0.414
H (-4.167, -1.271, 2.404)  0.874
H (-2.872, 0.164, 3.748)  0.317
H (-3.307, -1.271, 4.656)  0.540
H (-1.655, -1.072, 4.064)  0.179
H (0.984, -1.330, -1.594)  0.194
H (0.065, -1.587, -3.641)  0.283
H (-0.285, -0.107, -3.122)  0.258
C (-2.813, -7.913, 1.007)  0.632
O (-3.163, -8.429, 2.059)  -0.688
N (-2.246, -8.651, -0.007)  -0.348
N (-2.942, -6.591, 0.735)  -0.155
H (-1.951, -8.244, -0.877)  0.171
H (-2.136, -9.634, 0.146)  0.197
H (-3.332, -5.991, 1.433)  0.033
H (-2.641, -6.176, -0.131)  0.120
C (3.500, 6.013, -2.476)  0.716
O (4.173, 6.884, -3.015)  -0.682
N (4.082, 4.884, -1.951)  -0.365
N (2.154, 6.092, -2.357)  -0.186
H (3.558, 4.150, -1.512)  0.065
H (5.076, 4.791, -2.043)  0.233
H (1.714, 6.919, -2.724)  0.065
H (1.592, 5.381, -1.925)  0.070
C (-3.246, 2.643, -2.006)  0.574
O (-2.379, 3.401, -2.412)  -0.677
N (-3.022, 1.343, -1.686)  -0.097
N (-4.546, 3.066, -1.834)  -0.392
H (-3.735, 0.714, -1.351)  0.085
H (-2.090, 0.975, -1.790)  -0.040
H (-4.750, 4.020, -2.057)  0.219
H (-5.278, 2.469, -1.501)  0.157
C (-2.331, -4.268, 6.745)  0.634
O (-2.181, -3.085, 6.511)  -0.582
N (-2.828, -5.163, 5.841)  -0.263
N (-2.013, -4.808, 7.972)  -0.426
H (-2.961, -6.132, 6.057)  0.164
H (-3.073, -4.843, 4.918)  0.062
H (-1.645, -4.183, 8.663)  0.218
H (-2.124, -5.777, 8.197)  0.142
C (3.047, -6.506, -2.531)  0.640
O (3.013, -5.517, -3.240)  -0.617
N (4.230, -7.044, -2.089)  -0.402
N (1.920, -7.157, -2.116)  -0.307
H (4.285, -7.852, -1.500)  0.151
H (5.074, -6.585, -2.372)  0.225
H (1.036, -6.787, -2.418)  0.177
H (1.932, -7.969, -1.529)  0.158
C (1.416, 9.779, -3.828)  0.691
O (0.894, 9.185, -2.899)  -0.637
N (2.236, 9.171, -4.734)  -0.311
N (1.224, 11.122, -4.021)  -0.427
H (2.677, 9.658, -5.490)  0.169
H (2.445, 8.199, -4.599)  0.158
H (0.632, 11.597, -3.367)  0.214
H (1.643, 11.640, -4.768)  0.150
C (6.032, 7.961, 0.765)  0.504
O (6.603, 9.026, 0.941)  -0.663
N (5.862, 7.054, 1.782)  -0.345
N (5.521, 7.580, -0.438)  -0.191
H (5.391, 6.177, 1.668)  0.165
H (6.223, 7.302, 2.683)  0.198
H (5.606, 8.215, -1.209)  0.164
H (5.051, 6.708, -0.588)  0.176



3.
Here is a molecular structure, C34H82O26S3 from the OMol25 dataset. Energies are from ωB97M-V/def2-TZVPD.

Results
- LUMO energy: 0.384 eV
- 2S+1: 1
- Frontier orbital gap: 9.67 eV

Each line ends with the Mulliken charge.
Atoms and positions in Å:
C (2.632, 2.462, 2.896)  -0.920
O (1.871, 2.316, 1.734)  0.509
C (2.105, 3.221, 0.717)  -0.095
C (3.018, 2.706, -0.439)  0.151
O (4.321, 2.570, 0.106)  -0.395
C (5.302, 2.273, -0.925)  -0.486
H (2.548, 3.468, 3.230)  0.414
H (3.695, 2.242, 2.743)  0.186
H (2.215, 1.734, 3.642)  0.146
H (2.563, 4.150, 1.077)  0.697
H (1.164, 3.479, 0.214)  -0.872
H (3.026, 3.580, -1.172)  0.375
H (2.634, 1.838, -1.039)  -0.401
H (5.675, 3.250, -1.360)  0.275
H (4.828, 1.682, -1.703)  0.018
H (6.130, 1.650, -0.587)  0.278
C (5.935, -4.238, 3.183)  -0.798
O (5.388, -3.031, 3.704)  -0.333
C (4.292, -3.231, 4.586)  -0.756
C (3.025, -3.554, 3.771)  -0.793
O (2.815, -2.740, 2.688)  0.693
C (2.852, -1.370, 2.954)  -1.121
H (5.205, -4.997, 2.873)  0.268
H (6.573, -4.757, 3.955)  0.349
H (6.472, -4.040, 2.274)  0.301
H (4.040, -2.332, 5.137)  0.366
H (4.561, -4.018, 5.301)  0.413
H (2.172, -3.471, 4.475)  0.343
H (3.094, -4.579, 3.390)  0.337
H (3.871, -0.926, 3.048)  0.306
H (2.235, -1.013, 3.755)  0.652
H (2.297, -1.034, 2.078)  0.004
C (3.702, -8.310, 0.222)  -0.792
O (3.253, -6.965, 0.389)  -0.241
C (3.788, -6.021, -0.523)  -0.733
C (3.727, -4.593, 0.036)  1.567
O (4.191, -3.613, -0.842)  -0.522
C (4.187, -2.327, -0.177)  0.330
H (3.243, -8.774, -0.625)  0.308
H (3.450, -8.775, 1.194)  0.226
H (4.789, -8.385, 0.043)  0.327
H (3.208, -6.088, -1.501)  0.306
H (4.793, -6.249, -0.782)  0.433
H (4.332, -4.622, 0.945)  -0.570
H (2.702, -4.333, 0.323)  -0.486
H (4.449, -2.315, 0.880)  0.039
H (3.176, -1.903, -0.209)  -0.328
H (4.793, -1.630, -0.791)  0.278
C (-1.327, 4.509, -0.548)  -0.434
O (-2.367, 3.632, -0.358)  0.765
C (-3.630, 4.154, -0.804)  -0.567
C (-4.481, 4.726, 0.348)  -0.493
O (-4.018, 5.959, 0.878)  -0.364
C (-4.675, 6.287, 2.062)  -0.877
H (-1.152, 4.743, -1.623)  0.278
H (-0.399, 4.133, -0.104)  -0.494
H (-1.597, 5.512, -0.150)  0.382
H (-4.192, 3.327, -1.236)  -0.144
H (-3.594, 4.818, -1.631)  0.782
H (-4.475, 3.930, 1.115)  0.045
H (-5.513, 4.790, -0.024)  0.527
H (-4.206, 7.230, 2.310)  0.277
H (-4.598, 5.571, 2.845)  0.304
H (-5.730, 6.402, 1.913)  0.386
C (4.370, -1.835, -4.956)  -0.616
O (4.217, -0.580, -4.328)  -0.404
C (2.932, -0.180, -4.006)  0.540
C (2.281, 0.815, -5.085)  -0.718
O (1.185, 1.442, -4.542)  -0.260
C (0.701, 2.464, -5.409)  -0.950
H (5.373, -1.860, -5.319)  0.272
H (3.786, -1.878, -5.885)  0.281
H (4.043, -2.606, -4.211)  0.221
H (2.893, 0.407, -3.084)  -0.491
H (2.324, -1.021, -3.800)  0.377
H (2.089, 0.337, -6.073)  0.314
H (3.147, 1.515, -5.167)  0.343
H (-0.070, 3.038, -4.873)  0.141
H (0.156, 1.993, -6.204)  0.347
H (1.552, 2.984, -5.837)  0.438
C (-3.941, -4.791, 1.291)  -0.354
O (-3.810, -4.974, -0.119)  -0.485
C (-3.114, -3.931, -0.789)  -0.198
C (-1.602, -3.961, -0.596)  -0.195
O (-1.241, -3.406, 0.659)  -0.157
C (0.146, -3.428, 0.936)  -1.034
H (-2.917, -4.723, 1.661)  0.153
H (-4.476, -5.676, 1.666)  0.292
H (-4.582, -3.933, 1.611)  0.094
H (-3.414, -2.921, -0.555)  0.050
H (-3.431, -4.103, -1.839)  0.330
H (-1.202, -3.404, -1.442)  0.005
H (-1.144, -4.963, -0.742)  0.444
H (0.325, -2.750, 1.769)  0.180
H (0.784, -2.995, 0.178)  0.097
H (0.536, -4.408, 1.108)  0.651
C (-3.138, 1.719, 5.686)  -0.961
O (-2.798, 2.112, 4.378)  -0.186
C (-1.366, 2.230, 4.131)  -1.162
C (-1.206, 3.370, 3.189)  2.004
O (-1.238, 4.592, 3.932)  -0.594
C (-0.954, 5.760, 3.223)  -0.448
H (-2.547, 2.312, 6.368)  0.348
H (-2.762, 0.724, 5.826)  0.371
H (-4.187, 1.777, 5.783)  0.234
H (-1.063, 1.224, 3.869)  0.331
H (-0.890, 2.414, 5.143)  0.598
H (-2.021, 3.389, 2.494)  -0.538
H (-0.231, 3.178, 2.649)  -0.522
H (-0.080, 5.734, 2.560)  0.166
H (-0.783, 6.504, 3.989)  0.326
H (-1.789, 6.066, 2.626)  0.036
C (-0.962, 1.293, -2.334)  1.770
C (-1.169, -0.174, -2.451)  0.098
O (-0.978, -0.776, -1.157)  -0.160
S (0.076, 0.046, -0.309)  0.473
O (1.341, -0.617, -0.427)  -0.321
O (-0.454, 0.469, 0.954)  -0.499
O (0.057, 1.324, -1.259)  -0.026
H (-1.825, 1.755, -1.938)  -0.405
H (-0.558, 1.632, -3.288)  -1.150
H (-0.445, -0.596, -3.167)  0.122
H (-2.172, -0.495, -2.732)  0.040
C (-3.517, -0.364, 1.465)  0.044
C (-3.405, 1.152, 1.284)  0.566
O (-4.062, 1.380, 0.072)  -0.363
S (-4.962, 0.178, -0.396)  1.479
O (-4.259, -0.541, -1.426)  -0.433
O (-6.317, 0.647, -0.413)  -0.778
O (-4.787, -0.734, 0.886)  -0.502
H (-3.522, -0.723, 2.503)  0.498
H (-2.728, -0.901, 0.835)  -0.205
H (-2.385, 1.446, 1.280)  -0.761
H (-3.973, 1.716, 2.029)  0.236
C (-5.787, 0.559, -5.273)  -0.543
C (-5.273, 0.330, -3.887)  -0.355
O (-4.624, 1.551, -3.656)  -0.160
S (-3.892, 2.062, -4.931)  1.202
O (-2.635, 1.424, -5.050)  -0.549
O (-4.039, 3.448, -5.036)  -0.622
O (-4.795, 1.297, -5.912)  -0.352
H (-6.726, 1.119, -5.224)  0.326
H (-5.948, -0.434, -5.707)  0.344
H (-4.449, -0.454, -3.898)  0.153
H (-6.048, 0.097, -3.182)  0.499



4.
Here is a molecular structure, C5H5NO from the OMol25 dataset. Energies are from ωB97M-V/def2-TZVPD.

Results
- LUMO energy: -0.063 eV
- 2S+1: 1
- Frontier orbital gap: 9.39 eV

Each line ends with the natural charge from an NBO analysis.
Atoms and positions in Å:
C (-0.102, 0.423, -1.638)  0.462
C (-1.278, -0.787, 0.380)  -0.205
C (0.216, -0.780, 0.428)  -0.180
C (0.778, 0.340, 0.921)  -0.107
C (1.364, 1.319, 1.348)  -0.167
H (1.143, 0.871, -1.082)  0.169
H (-1.746, 0.133, 0.616)  0.208
H (-2.225, -1.520, 0.147)  0.266
H (0.726, -1.824, 0.755)  0.261
H (2.237, 1.933, 2.068)  0.304
N (-0.415, -0.727, -0.970)  -0.419
O (-0.698, 0.620, -2.973)  -0.592



5.
Here is 2 unconnected molecules or ions with the total composition C3H7OS from the OMol25 dataset. Energies are from ωB97M-V/def2-TZVPD.

Results
- LUMO energy: 4.269 eV
- Charge: -1
- 2S+1: 1
- Frontier orbital gap: 7.02 eV

Each line ends with the natural charge from an NBO analysis.
Atoms and positions in Å:
C (-1.589, 1.300, -0.064)  -0.729
S (0.121, 1.523, -0.701)  -0.665
H (-1.750, 1.838, 0.871)  0.173
H (-1.648, 0.229, 0.104)  0.193
H (-2.364, 1.685, -0.706)  0.174
C (0.449, -1.257, 1.719)  -0.589
C (0.384, -1.837, 0.515)  0.195
O (0.851, -1.444, -0.672)  -0.766
H (-0.404, -1.414, 2.369)  0.185
H (0.949, -0.321, 1.909)  0.208
H (-0.261, -2.714, 0.413)  0.128
H (0.723, -0.441, -0.812)  0.494



So what do the calculations give for largest force on an atom? Going down the list: 0.0710 0.0462 0.0619 0.1937 0.0190 Eh/bohr.